No. 1
{"formula": "C4H6N4", "method": "the ωB97M-V functional and the def2-TZVPD basis", "species": ["H", "N", "C", "C", "C", "N", "N", "N", "C", "H", "H", "H", "H", "H"], "positions_angstrom": [[2.18885, -0.88608, 0.60037], [1.55289, -0.54743, 1.23602], [0.36260, -0.20179, 0.93877], [-0.90223, 0.14902, 1.75084], [-1.98892, 0.33800, 0.84497], [-1.42898, 0.40101, -0.37915], [-0.17855, -0.17218, -0.41119], [0.39449, -0.27912, -1.71240], [1.61543, 0.05414, -1.72511], [-0.91575, -0.10509, 2.86668], [-2.99370, 0.64102, 0.80952], [-2.00532, 0.18422, -1.31843], [2.15175, 0.27558, -0.73368], [2.14744, 0.14869, -2.76721]], "forces_ev_per_a": [[1.103, -0.728, -1.864], [-2.169, 1.033, 3.312], [-1.727, -0.189, -1.629], [-0.297, -1.477, 0.067], [4.606, 0.147, 1.240], [-2.270, -1.196, -4.962], [0.646, -0.177, 0.646], [-0.718, 1.172, 1.461], [2.057, 0.310, -0.581], [-0.157, 0.842, -1.951], [-1.151, 0.090, 1.008], [1.696, 0.572, 3.031], [-0.567, 0.109, -2.025], [-1.051, -0.508, 2.246]], "mol_weight_da": 110.120, "de_lowest_kcal_mol": 111.8, "e_tot_ev": -10201.09054, "smiles": "[H]/N=c1/cc[nH]n1N=C", "e_homo_ev": -7.6}

No. 2
{"formula": "C5H11NS", "method": "the ωB97M-V functional and the def2-TZVPD basis", "species": ["H", "N", "C", "C", "C", "S", "C", "C", "H", "H", "H", "H", "H", "H", "H", "H", "H", "H"], "positions_angstrom": [[-2.66112, -1.00580, 1.40573], [-1.93730, -0.81852, 0.64210], [-0.72977, -0.94806, 0.91143], [0.27661, -0.42297, -0.16999], [0.14880, -1.25495, -1.48721], [1.84881, -0.63639, 0.83418], [0.02526, 0.99946, -0.49347], [0.05065, 1.86158, 0.71717], [-0.28220, -1.43422, 1.74666], [0.93449, -1.05728, -2.21061], [0.19767, -2.34915, -1.18240], [-0.86542, -1.13025, -1.74890], [2.72959, -0.31476, -0.04388], [-0.83607, 1.02004, -1.11106], [0.71720, 1.31632, -1.15520], [-0.67258, 1.56043, 1.41179], [0.07345, 2.99477, 0.67181], [0.98193, 1.61974, 1.26183]], "forces_ev_per_a": [[1.632, -0.320, -1.181], [-2.506, 0.563, 1.101], [0.557, 0.306, -1.971], [0.590, -1.799, 0.744], [1.108, -2.016, 2.861], [-1.100, -0.928, 0.429], [-1.247, 0.226, 1.295], [1.638, 1.896, 0.935], [0.111, -0.264, 1.123], [-0.314, 0.276, -0.170], [0.259, 1.119, -0.542], [-0.990, 0.442, -1.100], [1.064, 0.481, -1.283], [-1.535, 0.234, -0.040], [2.866, 0.987, -2.176], [-1.512, -0.132, 0.927], [-0.388, -1.371, -0.615], [-0.232, 0.300, -0.339]], "mol_weight_da": 117.217, "de_lowest_kcal_mol": 27.6, "e_tot_ev": -17687.26584, "smiles": "[H]/N=C/[C@](C)(S)CC", "e_homo_ev": -9.1}